[1]
Molecular formula: C22H31BHfN6O
Method: DFT, ωB97M-V with the def2-TZVPD basis set

Structure (XYZ):
```
62
Properties=species:S:1:pos:R:3:forces:R:3
H -2.536633 -1.613591 1.489466 -0.09 -0.03 -0.32
N -1.790481 -1.712862 -0.505989 0.25 -0.09 -0.35
B -1.504683 -2.299793 -2.995906 -0.23 0.15 0.50
N -2.363400 -2.152157 -1.694380 0.58 0.24 0.24
C -3.624076 -2.545918 -1.470103 0.43 0.27 0.31
Hf 0.409827 -0.991961 -0.612030 -12.00 7.00 -2.48
H -4.218039 -2.939930 -2.285405 0.02 0.11 0.18
C -3.908744 -2.360409 -0.123238 0.29 0.09 0.28
H -4.835524 -2.567107 0.381580 -0.01 -0.04 0.00
C -2.738882 -1.852929 0.451289 -0.34 -0.27 -0.79
H -2.145316 -2.804016 -3.876490 0.21 0.13 0.18
C 2.455669 -1.053670 -0.147876 3.33 -2.09 3.52
H 2.847064 -0.441373 0.678192 -0.09 -0.17 -0.30
H 2.353416 -0.404649 -1.064315 -0.26 -0.32 0.37
H 3.144260 -1.870529 -0.392024 -0.12 0.32 0.17
N -0.304898 -3.202454 -2.580324 0.79 -0.11 0.68
N -0.928771 -0.917191 -3.426599 0.67 0.07 0.36
N 0.586955 -2.798933 -1.576888 0.46 -2.67 -1.64
N -0.145092 -0.152737 -2.558862 -0.35 0.20 -0.80
C 0.008536 -4.435028 -2.980119 0.19 0.72 0.47
C -1.082348 -0.265543 -4.585871 0.36 0.23 0.82
H -0.588671 -4.916782 -3.738693 0.08 -0.06 -0.01
H -1.637301 -0.724879 -5.392663 -0.01 0.14 0.09
C 1.132018 -4.870796 -2.275784 0.45 0.35 0.59
C -0.437378 0.970250 -4.495509 0.26 -0.16 0.85
C 1.478165 -3.834147 -1.414147 -1.13 -0.38 -1.09
C 0.120412 1.019089 -3.209108 -0.62 -0.88 -0.89
H 1.632687 -5.813562 -2.374615 0.05 -0.15 -0.04
H -0.387779 1.721784 -5.256666 0.01 0.18 -0.09
H 2.287137 -3.752876 -0.703099 -0.11 -0.24 -0.09
H 0.674157 1.810995 -2.727035 0.03 -0.04 -0.01
H 1.332801 -1.786427 0.529370 6.41 -0.37 0.94
C -1.138539 -0.713803 3.765919 0.06 -0.13 0.04
C -1.477804 0.409135 2.791555 0.21 0.19 -0.04
C -2.829044 1.041091 3.109315 -0.10 0.17 -0.10
C -0.363981 1.442187 2.737568 0.19 -0.51 -0.14
C -0.060146 2.228075 3.844862 -0.10 0.13 -0.20
C 0.970711 3.163336 3.787409 0.00 -0.01 0.03
C 1.687571 3.335320 2.605001 -0.19 0.10 -0.05
C 1.419189 2.561696 1.478838 -0.04 -0.54 -0.31
C 2.187068 2.808486 0.183911 0.04 0.10 0.41
C 1.796398 4.154024 -0.430406 -0.20 0.05 -0.10
C 3.697266 2.746742 0.408326 0.13 -0.10 -0.14
C 0.439763 1.537734 1.576155 0.44 1.60 2.00
O 0.316941 0.613439 0.631417 0.13 -2.81 -2.94
H -1.119586 -0.338264 4.797695 0.02 -0.19 -0.23
H -0.152785 -1.136601 3.535942 -0.07 0.01 0.14
H -1.878123 -1.521317 3.703228 0.06 0.11 0.15
H -1.550491 -0.021865 1.788703 0.03 0.18 0.10
H -2.847317 1.443320 4.129590 -0.07 -0.09 -0.22
H -3.037539 1.858039 2.408364 -0.03 -0.11 0.20
H -3.629891 0.298335 3.010377 0.09 0.13 0.13
H -0.644815 2.095091 4.759070 0.22 0.15 -0.29
H 1.208114 3.767328 4.662437 -0.04 -0.16 -0.23
H 2.475077 4.091309 2.545445 -0.33 -0.22 0.10
H 1.910129 2.021647 -0.529005 -0.01 -0.05 -0.06
H 2.041982 4.979833 0.249890 -0.06 -0.19 -0.18
H 2.327750 4.314714 -1.375506 -0.04 0.03 0.17
H 0.719590 4.186605 -0.631299 0.14 0.09 0.06
H 3.994735 1.772238 0.812084 0.07 0.13 0.06
H 4.229710 2.901153 -0.537349 -0.04 0.03 0.18
H 4.022979 3.521104 1.114303 -0.03 -0.23 -0.20
```
Positions in Å, forces in eV/Å.

Calculated values
HOMO-LUMO gap (alpha / beta) ... 3.8 / 4.0 eV
E_tot ... -36273.6060 eV
Total charge ... +2
Max |F| ... 0.2744 Eh/bohr
Multiplicity ... 1
LUMO (alpha / beta) ... -9.7 / -9.6 eV

---

[2]
Molecular formula: C4H6ClF
Method: DFT, ωB97M-V with the def2-TZVPD basis set

Structure (XYZ):
```
12
Properties=species:S:1:pos:R:3:forces:R:3
C -1.454168 -0.032922 -1.278352 1.63 0.95 1.20
C -0.129872 0.342127 -1.077786 -3.99 -0.21 0.75
C 0.652953 -0.442362 -0.032185 -0.20 -0.26 -2.27
F 1.913098 -0.734030 -0.644643 -0.50 0.45 1.40
C 0.649501 0.081910 1.368459 0.79 -0.73 0.50
Cl 1.177339 1.707236 1.533532 0.42 1.79 0.12
H -2.326615 0.551525 -1.646164 1.37 -0.09 -0.42
H -1.828304 -0.906245 -0.752857 0.29 -0.36 -0.19
H 0.148679 1.354777 -1.389312 0.47 -0.61 0.01
H 0.181150 -1.392729 0.151679 -0.27 -0.74 -0.61
H 1.366270 -0.511950 1.949123 -0.34 -0.12 -0.08
H -0.350030 -0.017339 1.818506 0.33 -0.06 -0.42
```
Positions in Å, forces in eV/Å.

Calculated values
HOMO-LUMO gap ... 11.1 eV
Energy relative to the best compared isomer or geometry (same formula, charge and spin) ... 0.9023 eV
Structure (SMILES) ... C=C[C@@H](F)CCl
E_tot ... -19483.8397 eV
Total charge ... 0
Max |F| ... 0.0790 Eh/bohr
Multiplicity ... 1
LUMO ... 0.9 eV

---

[3]
Molecular formula: C4H8N3O
Method: DFT, ωB97M-V with the def2-TZVPD basis set

Structure (XYZ):
```
16
Properties=species:S:1:pos:R:3:forces:R:3
C -0.522190 0.577030 -2.125862 -3.24 -0.37 2.41
C -0.766731 0.754334 -0.649636 -0.83 0.70 4.21
C -1.022639 -0.508740 0.068331 -0.20 -1.54 -0.01
N -1.501746 -1.573040 0.356180 0.69 2.45 -0.72
O -1.062616 -2.586980 1.035764 -1.63 -1.34 0.13
C 0.160412 -2.447483 1.622545 2.65 1.39 0.52
N 0.777010 -1.339207 1.399623 -2.18 -1.82 -0.25
N 2.045797 -1.011708 1.619831 1.80 0.31 1.43
H -0.388375 1.533360 -2.447369 0.57 2.34 -1.73
H -1.458728 0.144769 -2.418747 -0.41 0.04 -1.15
H 0.210615 -0.098946 -2.301937 2.54 -1.69 -0.68
H -1.648168 1.484886 -0.240393 1.97 -1.55 -1.47
H 0.116381 1.063881 -0.011064 -0.56 0.25 -0.95
H 0.363650 -3.409438 2.189112 0.13 1.50 -0.77
H 2.221067 0.026383 1.748638 -0.40 -2.11 -0.08
H 2.606608 -1.677602 2.227075 -0.90 1.44 -0.90
```
Positions in Å, forces in eV/Å.

Calculated values
HOMO-LUMO gap ... 8.5 eV
Energy relative to the best compared isomer or geometry (same formula, charge and spin) ... 7.2805 eV
Structure (SMILES) ... CCC#[N+]O/C=N/N
E_tot ... -10783.0204 eV
Total charge ... +1
Max |F| ... 0.0845 Eh/bohr
Multiplicity ... 1
LUMO ... -4.9 eV

---

[4]
Molecular formula: Cl2H2NOP
Method: DFT, ωB97M-V with the def2-TZVPD basis set

Structure (XYZ):
```
7
Properties=species:S:1:pos:R:3:forces:R:3
N -2.291969 -0.142890 -0.174338 0.22 0.26 -2.25
O 2.134099 0.547911 1.835869 0.79 0.24 2.58
P 1.281604 0.263768 0.714213 -0.10 0.90 -2.09
Cl 1.832634 -1.447749 -0.149150 -0.16 -0.77 -0.46
Cl 1.838948 1.701993 -0.694188 -0.65 -0.39 -0.04
H -2.195276 0.199528 -1.209934 -0.20 -0.62 2.12
H -2.600039 -1.122563 -0.322469 0.11 0.37 0.14
```
Positions in Å, forces in eV/Å.

Calculated values
HOMO-LUMO gap (alpha / beta) ... 8.4 / 9.0 eV
Energy relative to the best compared isomer or geometry (same formula, charge and spin) ... 3.5137 eV
E_tot ... -37902.0990 eV
Total charge ... 0
Max |F| ... 0.0526 Eh/bohr
Multiplicity ... 1
LUMO (alpha / beta) ... -3.1 / -1.2 eV

---

[5]
Molecular formula: C6H10
Method: DFT, ωB97M-V with the def2-TZVPD basis set

Structure (XYZ):
```
16
Properties=species:S:1:pos:R:3:forces:R:3
C 2.590430 -0.257966 -0.025133 -0.21 -0.97 0.06
C 1.270642 -0.440728 0.231425 1.43 -0.58 0.97
C 0.337323 0.495840 -0.321680 -2.48 1.37 0.90
C -0.829544 1.178672 0.533988 0.45 1.57 -0.44
C -1.146175 0.168517 -0.513852 -0.19 1.47 -1.89
C -1.899548 -0.986841 -0.010404 2.08 -4.87 2.37
H 3.048260 0.597229 -0.572205 -0.97 -0.62 0.25
H 3.324149 -1.036838 0.194251 -0.23 0.28 0.46
H 0.820823 -1.235221 0.932147 1.15 0.93 -1.38
H 0.785387 1.233963 -1.005815 -0.51 -0.55 0.17
H -1.148479 0.862346 1.528972 0.72 -0.09 -0.14
H -0.939977 2.308028 0.434178 0.12 -1.70 -0.31
H -1.632332 0.461926 -1.478570 0.89 0.25 0.76
H -2.938326 -0.826443 -0.209941 -0.62 -0.33 0.02
H -1.532092 -2.128259 -0.311112 -1.06 2.98 -0.24
H -1.726178 -1.181694 1.122029 -0.60 0.87 -1.54
```
Positions in Å, forces in eV/Å.

Calculated values
HOMO-LUMO gap ... 9.9 eV
Energy relative to the best compared isomer or geometry (same formula, charge and spin) ... 2.3785 eV
Structure (SMILES) ... C=C[C@@H]1C[C@@H]1C
E_tot ... -6381.4810 eV
Total charge ... 0
Max |F| ... 0.1129 Eh/bohr
Multiplicity ... 1
LUMO ... 1.2 eV

---

[6]
Molecular formula: C28H25BrN4O4S2Yb
Method: DFT, ωB97M-V with the def2-TZVPD basis set

Structure (XYZ):
```
65
Properties=species:S:1:pos:R:3:forces:R:3
Yb 0.504893 0.386315 -1.724400 -1.31 1.46 1.88
C 0.537223 -1.408271 1.436118 -1.25 0.36 -1.35
N 1.260363 -0.214299 0.936306 -0.83 0.46 -0.07
C 0.612814 0.974625 1.594707 1.25 0.85 0.50
C 0.948271 2.383049 1.057338 0.77 0.76 -0.98
N 0.293230 2.825166 -0.195837 1.55 -1.78 -0.80
C 1.059177 3.952406 -0.863433 -1.08 -0.28 2.17
C -1.130721 2.817415 -0.216651 -0.97 0.88 -1.12
C -1.928337 3.041529 0.912728 0.28 -0.29 -0.80
C -3.301944 2.955468 0.839560 0.29 0.07 1.72
C -3.931930 2.687487 -0.311923 -1.27 -0.69 -2.58
C -3.214092 2.532779 -1.504471 0.38 0.49 0.53
C -1.790969 2.640275 -1.481102 -1.94 -0.21 0.91
S -1.088068 2.443796 -3.048176 1.99 -0.85 -0.05
C 2.628688 -0.290199 1.333418 2.16 0.97 -0.59
C 3.033020 -0.889697 2.547480 1.07 0.82 -1.08
C 4.391541 -0.912808 2.887895 -0.32 -1.09 1.62
C 5.378608 -0.368432 2.079988 0.46 0.08 1.02
C 4.961063 0.427657 1.053027 -0.73 -0.36 -0.56
C 3.612958 0.407166 0.548805 1.04 -0.87 2.51
S 3.418813 1.335721 -0.850424 -1.65 0.15 -2.35
H 0.243133 -1.273462 2.497113 0.08 -0.43 -0.59
H 1.190159 -2.253248 1.261436 -0.05 -0.34 0.32
H -0.357603 -1.515115 0.757681 0.56 -0.03 1.20
H 1.045330 1.074127 2.612916 -0.37 -0.54 -0.16
H -0.438015 0.747391 1.696735 -0.49 0.28 -0.30
H 2.060289 2.540482 0.857045 -1.44 -0.71 0.46
H 0.718335 3.114430 1.829089 -0.21 0.00 0.52
H 0.884986 4.846159 -0.223120 0.20 -0.16 -0.47
H 0.639472 4.105459 -1.835437 0.01 0.10 -0.60
H 2.130288 3.709408 -0.847511 -0.47 -0.04 -0.28
H -1.526402 3.241108 1.872812 0.71 0.07 0.67
H -3.913868 2.991211 1.731883 0.22 0.25 0.21
H -5.018229 2.537522 -0.299740 0.41 0.12 -0.15
H -3.727931 2.361380 -2.479708 0.57 0.06 1.01
H 2.289882 -1.291526 3.196494 -0.23 -0.28 0.47
H 4.712723 -1.279125 3.898655 -0.53 -0.07 -1.14
H 6.458475 -0.496639 2.361906 -1.21 0.49 -0.26
H 5.674035 1.122684 0.651405 0.12 -0.05 -0.80
O -5.347340 -4.243650 2.602254 -0.91 -0.36 -0.52
C -5.803461 -3.776155 1.521648 1.42 0.49 0.69
O -6.686543 -4.110361 0.732899 -0.33 -0.34 0.02
C -4.943928 -2.542884 1.183897 -0.32 0.98 -0.54
C -4.891330 -1.461737 2.066013 -0.12 0.35 1.61
C -4.001218 -0.424570 1.889650 0.42 0.95 -0.77
N -3.179765 -0.375508 0.835746 1.07 0.23 0.12
C -3.236728 -1.338606 -0.063925 -1.96 -1.13 -0.61
C -4.205852 -2.386588 0.012947 0.59 0.36 0.23
C -2.357168 -1.292710 -1.298078 -0.80 -2.43 -1.04
O -2.550770 -2.119976 -2.232644 0.90 2.49 2.01
O -1.377722 -0.443693 -1.208462 1.77 0.28 -0.78
H -5.504854 -1.400254 2.979676 0.19 -0.49 -0.55
H -3.898101 0.500038 2.517247 -0.50 -1.19 -0.19
H -4.397300 -3.058069 -0.817625 0.43 -0.02 0.12
Br 1.045182 0.317966 -4.492261 0.49 -1.03 0.93
C 2.140375 -1.066116 -3.606089 1.08 -1.70 -0.77
C 3.327520 -1.345062 -4.319206 -0.45 -0.65 1.69
C 4.007252 -2.524885 -3.971408 -0.89 0.61 0.78
C 3.549942 -3.299619 -2.879413 0.20 1.05 -0.86
C 2.478121 -2.819287 -2.144911 -0.45 -1.41 0.59
N 1.714365 -1.807170 -2.549228 -0.19 2.78 -1.35
H 3.739744 -0.608503 -4.981993 -0.08 -0.10 -0.50
H 4.897458 -2.754666 -4.523981 0.26 -0.36 -0.07
H 4.013589 -4.225839 -2.581816 0.20 0.03 -0.01
H 2.148871 -3.401490 -1.241544 0.19 0.95 -0.94
```
Positions in Å, forces in eV/Å.

Calculated values
<S²> ... 0.751
HOMO-LUMO gap (alpha / beta) ... 5.4 / 5.4 eV
Energy relative to the best compared isomer or geometry (same formula, charge and spin) ... 2.1948 eV
E_tot ... -166837.1607 eV
Total charge ... -1
Max |F| ... 0.0646 Eh/bohr
Multiplicity ... 2
LUMO (alpha / beta) ... 0.7 / 0.7 eV

---

Number 6 is which compound?
C28H25BrN4O4S2Yb

---

What is the total charge in the third record?
+1

---

Which value of total charge does entry 6 give?
-1

---

multiplicity of number 3 (C4H8N3O)?
1